132
Properties=species:S:1:pos:R:3:forces:R:3:mulliken_charge:R:1 method="wB97M-V/def2-TZVPD" gap_ha=0.3782 e_tot_ha=-3146.4339 e_lumo_ev=0.46 de_lowest_kj_mol=116.4
C -5.77023 -0.56857 -0.08354 0.1 -1.2 0.8 -0.94
O -4.48261 -0.02487 -0.05501 0.5 0.2 0.0 0.13
H -5.75033 -1.62586 -0.36610 0.5 0.1 -0.1 0.27
H -6.23486 -0.56795 0.88930 -0.2 0.2 0.7 0.33
H -6.44364 -0.10764 -0.74767 -0.7 1.0 -1.1 0.36
H -4.52367 0.92308 0.15964 0.0 -0.1 -0.1 0.08
C 0.23315 -4.41318 0.42001 -0.3 0.0 -0.6 -0.22
O -0.14317 -3.69664 1.58948 0.0 -0.4 -0.1 -0.52
H 1.05991 -3.94713 -0.16250 -0.5 -0.1 0.5 -0.09
H 0.55361 -5.42500 0.70182 -0.2 0.2 -0.2 0.30
H -0.66171 -4.44763 -0.23447 0.5 -0.2 0.2 0.15
H 0.43440 -2.94876 1.67558 0.6 0.7 0.2 0.23
C 5.71285 0.74666 -1.56183 0.1 0.4 -0.8 0.13
O 6.41117 -0.40454 -1.15693 0.5 -0.3 1.0 -0.65
H 4.61949 0.63184 -1.55623 0.1 -0.1 -0.1 -0.41
H 5.91549 1.57311 -0.84186 0.2 -0.5 -0.7 0.35
H 6.07228 0.98174 -2.60576 -0.6 0.4 1.0 0.35
H 6.00033 -1.23483 -1.42848 -0.2 0.2 -0.3 0.32
C -5.06906 3.96533 0.74640 0.0 1.9 -0.9 -0.83
O -4.24402 2.91718 0.27479 -0.6 -0.4 0.7 -0.31
H -4.49535 4.87122 1.05828 0.0 -0.8 0.1 0.30
H -5.64621 4.39706 -0.11903 -0.1 -0.7 0.9 0.30
H -5.70255 3.68283 1.59384 0.0 -0.2 -0.4 0.28
H -3.35910 3.25828 0.17381 0.7 0.1 -0.5 0.08
C -1.75015 3.31743 -2.54416 -1.5 -0.3 1.1 -0.63
O -1.75251 3.51430 -1.10515 0.1 0.1 -0.4 -0.47
H -1.41709 4.20912 -3.04886 0.1 0.3 -0.3 0.37
H -1.19541 2.44443 -2.92505 -0.1 0.2 0.5 0.17
H -2.84303 3.16523 -2.67787 0.8 0.0 -0.7 0.30
H -0.87157 3.65020 -0.74974 0.4 -0.1 -0.1 0.22
C -0.01826 -1.31907 4.82638 -0.1 -0.6 1.6 -0.69
O 0.07694 -0.39841 3.81264 0.2 0.9 -2.1 0.03
H 0.95468 -1.34289 5.32735 -0.2 -0.4 0.5 0.29
H -0.79831 -0.94682 5.50381 0.3 -0.2 0.1 0.19
H -0.30529 -2.34094 4.53383 0.1 0.2 -0.3 0.20
H 0.85517 -0.61988 3.27228 -0.3 0.1 0.0 -0.09
O 4.94220 -2.68137 -2.14805 -0.3 0.0 -0.1 -0.69
C 4.15657 -2.14627 -2.89010 0.1 1.4 -1.1 0.48
O 2.82581 -2.20025 -2.71851 -0.3 -0.2 0.2 -0.26
C 2.11938 -1.52075 -3.79254 0.4 0.1 -0.4 1.76
C 3.14811 -1.38442 -4.89464 0.0 -1.2 -1.4 -1.09
C 4.44951 -1.26493 -4.15996 -0.2 -0.6 2.0 0.01
H 1.75673 -0.53721 -3.51193 0.1 0.0 0.7 -0.96
H 1.25492 -2.10068 -4.11221 0.2 -0.2 0.3 -0.27
H 2.98441 -0.50474 -5.49350 -0.3 0.1 -0.3 0.47
H 3.11381 -2.30068 -5.53279 0.1 0.7 0.3 0.29
H 4.53081 -0.21224 -3.87368 0.3 -0.1 0.3 -0.19
H 5.39774 -1.60297 -4.54841 0.0 0.0 -0.6 0.43
O 3.04026 1.68921 -5.41012 0.2 -0.6 -0.5 -0.63
C 2.67573 2.30803 -4.46849 0.5 1.9 1.8 0.19
O 3.57790 2.87511 -3.56233 0.2 -1.0 -1.8 -0.40
C 2.93235 3.62457 -2.58052 -1.4 0.6 1.4 0.07
C 1.48431 3.91863 -3.08814 1.0 -0.5 -0.1 -0.34
C 1.29685 2.71480 -4.01180 -0.5 0.1 -0.8 0.84
H 3.36254 4.59854 -2.43759 0.9 0.2 -0.1 0.46
H 2.98749 3.08780 -1.62349 -0.3 0.1 -0.4 -0.17
H 1.54814 4.85730 -3.65482 -0.3 -0.3 0.0 0.29
H 0.78129 4.05690 -2.25545 0.2 -0.3 -0.4 0.07
H 0.65866 2.80182 -4.89817 0.1 0.4 0.2 0.57
H 0.90264 1.85159 -3.51927 -0.3 -0.6 0.7 -0.89
O -2.99819 -3.27520 -0.13322 0.1 -0.1 -0.2 -0.36
C -3.58809 -3.45332 0.89708 -0.1 0.4 -0.6 0.05
O -4.76586 -4.08607 0.91097 -0.9 -0.4 -0.8 -0.45
C -5.34982 -4.11437 2.20507 1.4 -0.8 1.4 -0.48
C -4.08436 -3.92995 3.13750 -1.1 0.0 -0.3 -0.69
C -3.24805 -3.03030 2.27218 0.7 1.4 0.4 1.17
H -5.85414 -5.08298 2.33733 0.2 0.4 -0.1 0.35
H -6.05168 -3.31368 2.34207 -0.4 0.5 -0.1 0.24
H -3.56574 -4.89308 3.19059 -0.2 0.1 0.5 0.32
H -4.29857 -3.45947 4.10678 0.0 -0.6 -0.2 0.37
H -2.17707 -3.11326 2.39852 0.2 -0.1 0.1 -0.29
H -3.48367 -1.93795 2.38950 0.0 -0.8 -0.2 -0.28
O 2.23619 -1.55000 1.89015 -1.5 0.0 0.4 -0.14
C 3.38395 -1.88138 1.83633 1.1 0.4 -0.3 -0.31
O 4.27068 -1.47662 2.75985 -0.2 0.5 0.3 -0.43
C 5.65033 -1.71493 2.34550 -1.3 -1.3 0.3 -0.37
C 5.45071 -2.82688 1.31112 0.9 -0.7 -0.1 -0.79
C 4.07656 -2.57672 0.70598 -0.1 0.2 -0.4 1.07
H 6.15410 -2.06174 3.24778 0.2 0.2 -0.2 0.29
H 6.07250 -0.79092 1.98077 0.1 0.2 -0.3 0.25
H 5.49667 -3.82983 1.78629 -0.4 0.6 0.0 0.34
H 6.27120 -2.86802 0.61920 0.2 0.3 -0.6 0.37
H 3.55719 -3.48778 0.35525 0.2 0.6 0.2 0.35
H 4.02484 -1.81989 -0.12856 0.4 -0.8 0.7 -0.67
O -0.40957 -0.01867 -4.37706 -1.9 -1.4 0.8 -0.63
C -1.33760 -0.72226 -3.95329 2.3 1.5 -1.5 0.56
O -2.07695 -0.33759 -2.92938 -1.3 -0.4 0.1 -0.03
C -3.18351 -1.31012 -2.75118 0.0 0.2 -0.8 0.46
C -2.61560 -2.62283 -3.28096 0.1 1.1 -0.9 -0.23
C -1.76544 -2.07202 -4.44752 0.4 -1.3 -0.3 -0.71
H -4.08452 -0.97359 -3.33317 0.9 -0.1 0.5 0.32
H -3.39128 -1.31909 -1.71120 -0.3 0.0 0.8 -0.76
H -3.39742 -3.27848 -3.61587 -0.3 -0.4 -0.1 0.57
H -2.03514 -3.11516 -2.53372 0.5 -0.3 0.6 -0.09
H -2.38313 -1.98585 -5.34206 -0.1 0.4 0.0 0.39
H -0.90498 -2.69128 -4.80343 -0.5 0.5 0.6 0.22
O -2.49628 0.78395 6.78664 -0.6 0.4 -1.0 -0.62
C -2.74250 1.37588 5.75821 1.6 0.0 1.5 0.28
O -3.80748 1.13382 4.99594 -0.8 -0.2 0.0 -0.39
C -3.74319 1.88521 3.79358 0.7 1.5 -0.4 0.42
C -2.80333 3.09461 4.08781 -0.4 -0.2 0.6 -0.55
C -1.87511 2.45822 5.12511 -0.4 -0.6 -1.3 0.25
H -4.70571 2.24388 3.46098 -0.5 -0.3 0.3 0.20
H -3.34457 1.24761 3.03387 0.4 -0.4 -0.6 -0.34
H -3.38315 3.91028 4.55105 0.1 -0.3 -0.1 0.35
H -2.28667 3.53973 3.23508 -0.1 -0.4 -0.1 0.30
H -1.45284 3.13042 5.82329 0.2 0.6 0.9 0.51
H -1.04039 1.95676 4.61994 -0.1 -0.2 0.1 -0.41
O 1.56630 4.91146 0.72938 0.5 -2.6 1.7 -0.71
C 1.98203 3.87879 1.28491 -0.2 2.6 -2.3 0.57
O 3.00459 3.20382 0.71061 -0.5 0.6 0.6 -0.26
C 3.39525 2.08935 1.52360 0.2 -0.4 -0.7 -0.12
C 2.18887 1.80312 2.40865 -0.6 0.2 -1.0 1.08
C 1.56812 3.21073 2.56240 -0.4 -0.4 0.2 -0.13
H 4.31796 2.34971 2.03637 0.1 0.0 0.2 0.27
H 3.57365 1.31598 0.77027 0.2 -0.2 0.5 -0.38
H 2.37781 1.22567 3.29409 0.3 0.1 0.5 0.68
H 1.53442 1.18532 1.76685 0.0 0.4 0.6 -1.08
H 1.93737 3.81089 3.39792 0.4 -0.2 0.0 0.42
H 0.48089 3.24825 2.68465 0.1 -0.2 -0.3 -0.38
O 2.01591 0.82421 -0.95376 -1.0 0.3 0.5 -0.24
C 0.87965 0.57897 -0.61027 -0.3 -0.2 -0.1 -0.61
O -0.02188 1.48521 -0.10605 0.1 -0.3 -0.7 0.29
C -1.37482 0.85652 -0.04994 1.2 -0.8 0.2 -0.15
C -1.06317 -0.62688 0.13344 0.7 1.4 0.1 0.75
C 0.19201 -0.75357 -0.71271 -0.8 -0.1 -0.1 2.03
H -1.95734 1.04824 -0.94601 0.3 0.3 0.0 0.08
H -1.84480 1.21821 0.83277 -0.5 0.7 0.5 -0.15
H -1.91610 -1.21774 -0.07461 -0.5 -0.8 -0.6 -1.11
H -0.83402 -0.76832 1.17223 0.3 -0.2 0.7 0.57
H -0.10386 -0.84826 -1.74766 0.1 -0.1 -0.4 -1.46
H 0.83834 -1.56500 -0.46634 0.6 -0.5 0.2 0.07